C24H35KN9O5S | ωB97M-V/def2-TZVPD

- E_HOMO: -3.98 eV
- LUMO level: 1.57 eV
- Maximum force: 0.68 eV Å⁻¹
- Total charge: -1

Positions of all 75 atoms, in Å:
K (-0.969614, 1.881351, 0.807148)
O (4.130421, 1.614389, 3.595820)
C (3.312309, 1.548930, 4.654890)
C (3.861930, 1.717995, 5.928794)
C (3.064765, 1.646332, 7.056394)
C (1.700070, 1.406012, 6.938434)
C (1.154296, 1.242975, 5.674964)
C (1.930738, 1.310159, 4.523259)
C (1.244534, 1.122803, 3.191665)
O (0.008350, 0.916758, 3.168943)
N (2.084546, 1.235547, 2.165462)
N (1.553899, 0.982929, 0.903268)
C (2.122242, 1.656923, -0.024395)
C (1.921064, 1.608127, -1.482738)
C (3.068523, 1.968040, -2.208564)
C (3.153018, 1.948677, -3.585390)
C (2.012304, 1.567100, -4.299899)
C (0.854440, 1.248688, -3.635636)
C (0.718545, 1.271916, -2.203947)
O (-0.419530, 0.995585, -1.695269)
H (3.523817, 1.446894, 2.796320)
H (4.926697, 1.901202, 6.003635)
H (3.511193, 1.777106, 8.035903)
H (1.072681, 1.347849, 7.819172)
H (0.096964, 1.056005, 5.537103)
H (2.930993, 2.332991, 0.278178)
H (3.945428, 2.259979, -1.637559)
H (4.070517, 2.222064, -4.089619)
H (2.034806, 1.533271, -5.384719)
H (-0.044916, 0.981132, -4.181289)
N (-4.096262, 1.762185, 0.961747)
N (-4.785565, 2.976931, 0.906681)
C (-4.107087, 4.149982, 1.013742)
N (-4.857264, 5.269067, 0.988167)
N (-2.804307, 4.056977, 1.167880)
N (-2.024670, 5.177125, 1.106585)
O (-2.494440, 6.308204, 0.931420)
O (-0.840104, 4.967178, 1.242053)
H (-4.403962, 1.150066, 0.217154)
H (-4.226583, 1.304647, 1.856247)
H (-5.767306, 2.998985, 1.137983)
H (-5.773783, 5.218581, 0.578542)
H (-4.318101, 6.121887, 0.894949)
C (-1.630787, -3.673837, -4.585056)
C (-2.307774, -3.951120, -3.246960)
C (-3.147562, -2.786448, -2.727811)
C (-2.371447, -1.480519, -2.569613)
N (-1.130095, -1.650796, -1.833268)
C (-1.069778, -1.593057, -0.482978)
S (-2.429820, -1.492214, 0.516769)
N (0.155353, -1.621350, 0.053994)
C (1.400375, -1.701240, -0.691975)
C (1.666958, -3.094894, -1.258161)
C (1.755881, -4.173204, -0.186053)
C (1.993908, -5.557418, -0.777008)
H (-1.116754, -4.560366, -4.960261)
H (-0.888108, -2.878871, -4.498030)
H (-2.360623, -3.365180, -5.338557)
H (-1.548151, -4.197000, -2.500433)
H (-2.949285, -4.832133, -3.338313)
H (-3.574431, -3.050138, -1.758852)
H (-3.981879, -2.597863, -3.413424)
H (-2.995474, -0.736437, -2.071323)
H (-2.095120, -1.082378, -3.546899)
H (-0.325319, -1.230912, -2.278036)
H (0.213846, -1.283566, 1.005093)
H (2.185632, -1.422504, 0.009334)
H (1.436410, -0.948024, -1.484943)
H (2.603984, -3.056106, -1.823314)
H (0.880033, -3.358990, -1.971663)
H (0.831446, -4.172910, 0.396241)
H (2.561583, -3.921820, 0.510863)
H (1.181581, -5.833791, -1.453719)
H (2.055490, -6.320756, 0.000316)
H (2.924312, -5.585679, -1.349417)

Atomic forces in eV per Å
-0.2 -0.3 0.0
0.1 -0.1 0.2
0.1 0.0 0.0
0.0 0.0 0.0
0.0 0.0 0.0
0.0 0.0 0.0
0.0 0.0 0.0
-0.1 0.0 0.0
0.0 -0.1 0.0
0.0 0.1 -0.3
0.1 -0.1 -0.1
-0.3 0.3 -0.1
0.2 0.0 0.0
0.1 0.0 -0.1
0.0 0.0 0.1
-0.1 0.0 -0.1
0.1 0.0 0.0
-0.1 0.0 0.1
0.0 0.1 -0.3
0.3 0.3 0.6
-0.1 0.1 -0.1
0.0 0.0 0.0
0.0 0.0 0.0
0.0 0.0 0.0
0.0 0.0 0.0
0.0 0.0 0.0
0.0 0.0 0.0
0.0 0.0 0.0
0.0 0.0 0.0
0.0 0.0 0.0
-0.1 0.0 0.0
0.0 0.0 0.0
0.0 0.0 0.0
0.0 0.0 -0.1
0.1 -0.2 -0.1
0.0 0.2 0.1
0.0 0.0 0.0
-0.1 0.1 -0.1
0.1 0.0 0.0
0.1 0.0 0.0
0.0 0.0 0.0
0.0 0.0 0.0
0.0 0.0 0.0
0.0 0.0 0.0
0.0 0.0 0.0
0.0 0.0 0.0
0.0 0.0 0.0
-0.1 -0.3 0.2
0.0 0.2 -0.2
-0.3 0.0 0.1
0.1 0.0 0.1
0.1 -0.1 0.0
0.0 0.0 0.0
0.0 0.0 0.0
0.0 0.0 0.0
0.0 0.0 0.0
0.0 0.0 0.0
0.0 0.0 0.0
0.0 0.0 0.0
0.0 0.0 0.0
0.0 0.0 0.0
0.0 0.0 0.0
0.0 0.0 0.0
0.0 0.0 0.0
-0.1 0.0 0.0
-0.1 0.0 0.0
0.0 0.0 0.0
0.0 -0.1 0.1
0.0 0.0 0.0
0.0 0.0 0.0
0.0 0.0 0.0
0.0 0.0 0.0
0.0 0.0 0.0
0.0 0.0 0.0
0.0 0.0 0.0



C24H35N8OPdS | ωB97M-V/def2-TZVPD

- E_HOMO: -16.02 eV
- LUMO level: -8.28 eV
- Maximum force: 0.23 eV Å⁻¹
- Total charge: +3

Positions of all 70 atoms, in Å:
Pd (0.917552, -1.950536, 1.276152)
N (-3.343217, -4.699620, 0.506677)
C (-1.956480, -4.311164, 0.988611)
C (-0.962994, -5.314536, 0.434250)
C (0.446760, -5.021699, 0.947130)
N (0.973108, -3.775420, 0.320900)
C (0.497680, -4.960134, 2.467255)
C (-0.540306, -4.033284, 3.082326)
N (-0.128870, -2.606214, 2.930634)
C (-1.943274, -4.276136, 2.510016)
H (-3.381589, -4.718419, -0.517284)
H (-4.064553, -4.051519, 0.834739)
H (-3.599088, -5.634983, 0.839307)
H (-1.783930, -3.318313, 0.565950)
H (-0.967456, -5.302556, -0.659911)
H (-1.237278, -6.320889, 0.766752)
H (1.085529, -5.845874, 0.625501)
H (0.589157, -3.640218, -0.625826)
H (1.963899, -3.910018, 0.122800)
H (1.497655, -4.676200, 2.804393)
H (0.330185, -5.969286, 2.849203)
H (-0.592884, -4.240589, 4.152082)
H (0.501640, -2.367327, 3.695904)
H (-0.930718, -1.990987, 3.062981)
H (-2.642098, -3.527961, 2.895663)
H (-2.278834, -5.245374, 2.892598)
C (-0.186915, -0.256904, -1.400670)
C (1.134437, -0.934229, -1.446506)
N (1.861148, -1.304830, -0.402140)
C (3.031431, -1.878753, -0.893040)
C (2.987559, -1.858887, -2.240685)
N (1.786885, -1.262964, -2.583820)
C (1.120734, -1.440675, -3.850351)
N (0.169917, -2.551296, -3.762761)
N (-0.102964, -3.174450, -2.604200)
N (-1.023093, -4.058173, -2.801459)
C (-1.382004, -4.028425, -4.127721)
C (-2.309917, -4.794194, -4.852220)
C (-2.422647, -4.522861, -6.189507)
C (-1.642090, -3.520284, -6.816855)
C (-0.722600, -2.769917, -6.129131)
C (-0.611692, -3.053703, -4.761948)
H (-0.312996, 0.224452, -0.433016)
H (-1.001979, -0.964621, -1.562217)
H (-0.247468, 0.514968, -2.168322)
H (3.819634, -2.216264, -0.240928)
H (3.698755, -2.182567, -2.981772)
H (1.870473, -1.662420, -4.607961)
H (0.589592, -0.533075, -4.136557)
H (-2.887290, -5.577634, -4.380886)
H (-3.116122, -5.089361, -6.794724)
H (-1.777296, -3.346735, -7.875533)
H (-0.132454, -2.008433, -6.620336)
C (2.043030, 1.705096, 3.597398)
S (2.118054, 0.792320, 2.071425)
O (0.894312, -0.171232, 2.231482)
C (1.636759, 2.021148, 0.905897)
C (0.410524, 2.673366, 0.997360)
C (0.112087, 3.656376, 0.069406)
C (1.031210, 3.977334, -0.926304)
C (2.248833, 3.315472, -1.009190)
C (2.558396, 2.320406, -0.091371)
H (1.045490, 2.119761, 3.728354)
H (2.783768, 2.502137, 3.530300)
H (2.301395, 1.022888, 4.404427)
H (-0.291780, 2.426022, 1.784120)
H (-0.827817, 4.188181, 0.129519)
H (0.797048, 4.759566, -1.636220)
H (2.963593, 3.583703, -1.775353)
H (3.508858, 1.801868, -0.136623)

Atomic forces in eV per Å
-0.1 -0.1 -0.1
0.0 0.0 0.0
-0.1 0.1 -0.1
0.1 0.0 0.0
0.0 -0.1 -0.1
0.1 0.1 -0.2
0.1 -0.1 0.0
-0.1 0.1 0.1
0.1 0.0 0.1
0.0 0.0 0.0
0.1 0.0 0.0
0.0 0.0 0.0
0.0 0.0 0.0
0.0 0.0 0.0
0.0 0.0 0.0
0.0 0.0 0.0
0.0 0.0 0.0
-0.1 0.0 0.1
0.1 0.0 0.2
0.0 0.0 0.0
0.0 0.0 0.0
0.0 0.0 0.0
0.0 0.0 0.0
0.0 0.1 0.0
0.0 0.0 0.0
0.0 0.0 0.0
0.0 0.0 0.0
0.0 0.0 0.1
0.1 0.0 -0.2
0.0 0.1 0.1
0.0 -0.1 0.0
-0.1 -0.1 0.1
0.0 0.1 -0.1
0.1 0.0 0.0
-0.1 -0.1 0.0
0.0 0.1 0.0
0.1 -0.1 0.0
0.0 0.0 0.0
0.0 0.0 0.0
0.0 0.0 0.0
0.0 0.0 0.0
0.0 0.0 0.0
0.0 0.0 0.0
0.0 0.0 0.0
0.0 0.0 0.0
0.0 0.0 0.0
0.0 0.0 0.0
0.0 0.0 0.0
0.0 0.0 0.0
0.0 0.0 0.0
0.0 0.0 0.0
0.0 0.0 0.0
0.0 0.0 0.0
0.0 0.0 0.0
0.1 0.1 0.0
-0.1 0.0 0.0
0.0 0.0 -0.1
0.0 0.0 0.0
0.0 0.0 0.0
0.0 0.0 0.0
0.0 0.0 0.0
0.0 0.0 0.0
0.0 0.0 0.0
0.0 0.0 0.0
0.0 0.0 0.0
0.0 0.0 0.0
0.0 0.0 0.0
0.0 0.0 0.0
0.0 0.0 0.0
0.0 0.0 0.0



C24H35NO5 | ωB97M-V/def2-TZVPD

- E_HOMO: -8.14 eV
- LUMO level: 0.39 eV
- Maximum force: 0.84 eV Å⁻¹
- Total charge: 0
- SMILES: CCCCCCCCCCOc1cc2c(O)c(C(=O)OCC)cnc2cc1OCC

Positions of all 65 atoms, in Å:
C (-6.878245, -3.428238, 1.530985)
H (-7.851704, -3.907909, 1.605867)
C (-6.736179, -2.726031, 0.185548)
C (-5.348851, -2.122188, -0.035196)
C (-5.045752, -0.943067, 0.886858)
C (-3.689883, -0.315030, 0.574350)
C (-3.369400, 0.862844, 1.491355)
C (-2.009930, 1.470793, 1.158060)
C (-1.681654, 2.675917, 2.037496)
C (-0.261527, 3.204416, 1.826307)
C (-0.050222, 3.880402, 0.468301)
O (-0.181390, 3.008210, -0.635503)
C (0.727004, 2.019228, -0.819516)
C (1.967176, 1.945612, -0.243975)
C (2.832255, 0.871133, -0.531083)
C (2.416852, -0.146188, -1.423004)
N (3.196547, -1.205373, -1.740441)
C (4.374252, -1.287498, -1.201100)
C (4.907923, -0.343095, -0.294871)
C (4.121351, 0.762956, 0.051169)
O (4.529992, 1.705982, 0.897537)
H (5.440371, 1.467609, 1.200354)
C (6.239784, -0.492726, 0.286958)
O (6.721167, 0.307786, 1.079378)
O (6.890333, -1.577783, -0.131091)
C (8.190777, -1.807242, 0.409813)
C (8.115579, -2.502910, 1.761591)
H (7.552294, -3.429145, 1.676287)
H (7.625972, -1.856820, 2.486295)
H (9.119083, -2.726666, 2.111755)
H (8.712143, -0.848914, 0.505067)
H (8.694929, -2.434128, -0.328404)
H (4.971947, -2.145409, -1.476142)
C (1.139760, -0.060105, -2.006169)
C (0.300472, 0.987541, -1.721698)
O (-0.954802, 1.154522, -2.194141)
C (-1.487807, 0.229213, -3.121069)
C (-0.959757, 0.444894, -4.535850)
H (-1.446304, -0.247767, -5.216987)
H (-1.170942, 1.462341, -4.854989)
H (0.114689, 0.286945, -4.578552)
H (-2.565393, 0.415350, -3.096654)
H (-1.305283, -0.798835, -2.786048)
H (0.859457, -0.859952, -2.670677)
H (2.324022, 2.700527, 0.437350)
H (-0.826846, 4.632432, 0.304042)
H (0.926004, 4.382433, 0.447478)
H (0.446253, 2.380372, 1.934904)
H (-0.035698, 3.946135, 2.595529)
H (-2.399147, 3.476066, 1.841740)
H (-1.786847, 2.387663, 3.086996)
H (-1.235959, 0.709374, 1.290674)
H (-2.005458, 1.770369, 0.110335)
H (-3.377873, 0.527200, 2.531693)
H (-4.144528, 1.625559, 1.384614)
H (-2.909247, -1.072929, 0.677523)
H (-3.678146, 0.028013, -0.462968)
H (-5.827930, -0.188125, 0.775321)
H (-5.050355, -1.275810, 1.926110)
H (-5.276222, -1.782252, -1.071718)
H (-4.592527, -2.897341, 0.109943)
H (-6.931534, -3.449135, -0.610244)
H (-7.488507, -1.937832, 0.106587)
H (-6.785659, -2.722156, 2.351898)
H (-6.110861, -4.191207, 1.643998)

Atomic forces in eV per Å
-0.1 0.1 -0.2
-0.1 -0.1 0.1
0.2 -0.1 0.0
-0.3 0.2 0.1
0.3 -0.2 -0.3
-0.3 0.2 0.4
0.3 -0.2 -0.3
-0.4 0.2 0.3
0.3 -0.2 -0.2
-0.2 0.1 -0.3
0.2 0.2 0.5
0.1 -0.3 -0.3
0.1 0.0 0.1
-0.3 0.2 0.0
0.0 -0.3 -0.2
0.2 0.6 0.5
0.0 -0.5 -0.4
0.0 0.1 0.1
-0.2 0.3 0.1
0.2 -0.4 -0.1
0.0 0.0 0.0
-0.1 -0.1 -0.1
-0.1 0.1 0.0
0.1 -0.1 0.0
-0.3 0.0 -0.1
0.6 0.0 0.4
-0.2 0.2 -0.3
0.0 -0.1 0.0
0.0 0.0 0.1
0.1 0.0 0.1
0.0 -0.2 -0.1
-0.1 0.1 0.1
0.1 0.0 0.0
-0.4 0.2 0.0
0.0 -0.1 0.1
0.3 0.2 0.2
-0.1 -0.3 -0.4
0.0 0.1 0.4
0.0 -0.1 -0.1
0.0 0.1 -0.1
0.1 0.0 -0.1
0.1 -0.1 0.0
-0.1 0.1 0.0
-0.1 -0.1 -0.1
-0.1 0.1 0.1
0.1 0.0 0.0
-0.1 0.0 -0.1
0.1 0.0 0.1
0.1 0.0 0.0
-0.1 0.1 0.1
-0.1 0.0 0.0
0.1 0.0 -0.1
0.1 -0.1 0.0
-0.1 0.0 0.1
-0.1 0.0 0.1
0.1 0.0 -0.1
0.1 0.0 -0.1
-0.1 0.0 0.1
-0.1 0.0 0.1
0.1 0.0 0.0
0.1 0.0 -0.1
-0.1 0.0 0.0
-0.1 0.0 -0.1
0.0 0.0 0.1
0.1 -0.1 0.1



Energy relative to the best compared isomer or geometry (same formula, charge and spin) (computed, kJ/mol): 38.89, 0.00, 20.61
E (computed, eV): -76265.534, -53716.398, -37184.676